(1)
{"formula": "C30H40Br2FeN8O2S2", "method": "the ωB97M-V functional and the def2-TZVPD basis", "total_charge": 3, "de_lowest_kj_mol": 102.4, "s2": 8.769, "e_lumo_ev": [-9.868, -10.102], "e_homo_ev": [-15.213, -15.197], "multiplicity": 6, "symbols": ["Fe", "N", "C", "C", "C", "C", "N", "C", "N", "N", "C", "O", "O", "H", "H", "H", "H", "H", "H", "H", "H", "H", "H", "H", "H", "H", "H", "S", "C", "N", "C", "C", "N", "C", "C", "C", "C", "C", "C", "C", "C", "S", "C", "C", "C", "C", "C", "C", "C", "H", "H", "H", "H", "H", "H", "H", "H", "H", "H", "H", "H", "H", "H", "H", "H", "H", "H", "Br", "C", "Br", "H", "H", "N", "C", "C", "C", "C", "C", "N", "H", "H", "H", "H", "H", "H"], "xyz": [[0.3803, -0.9976, 0.2818], [0.5547, -2.8003, -1.4608], [-0.6226, -3.6454, -1.2881], [-0.5428, -5.0681, -1.8683], [0.6777, -5.9425, -1.5547], [0.8231, -6.4020, -0.0956], [-0.4165, -6.9349, 0.4333], [-0.9089, -8.1548, 0.2716], [-2.1527, -8.3952, 0.6857], [-0.2071, -9.1373, -0.2887], [-1.0318, -3.5918, 0.2141], [-1.5889, -4.5195, 0.7662], [-0.7494, -2.4786, 0.7685], [0.6328, -2.4888, -2.4232], [1.3960, -3.3259, -1.2396], [-1.4585, -3.1436, -1.7937], [-0.5846, -4.9750, -2.9554], [-1.4528, -5.5817, -1.5561], [1.6003, -5.4453, -1.8573], [0.5788, -6.8312, -2.1814], [1.1060, -5.5666, 0.5489], [1.6176, -7.1485, -0.0292], [-1.0552, -6.2001, 0.7463], [-2.7033, -7.6709, 1.1164], [-2.5489, -9.3190, 0.6530], [0.7535, -9.0144, -0.5578], [-0.5802, -10.0722, -0.3442], [1.7232, 0.4918, -0.6466], [0.7743, 1.7185, -1.4393], [1.3564, 2.8441, -1.9011], [0.4765, 3.9077, -2.3336], [-0.6830, 3.3188, -3.1357], [-1.3582, 2.3013, -2.3603], [-2.7989, 2.2600, -2.4031], [-3.3568, 3.4427, -1.6414], [-4.0616, 4.4450, -2.2986], [-4.5912, 5.5038, -1.5787], [-4.3886, 5.5830, -0.2056], [-3.6763, 4.5884, 0.4533], [-3.1502, 3.5293, -0.2642], [-0.6027, 1.4928, -1.5902], [-1.3106, 0.1047, -0.8037], [2.7750, 3.1095, -1.8504], [3.1262, 4.1448, -0.8052], [3.7354, 5.3462, -1.1610], [4.0652, 6.2732, -0.1874], [3.7745, 6.0176, 1.1497], [3.1748, 4.8160, 1.5104], [2.8508, 3.8874, 0.5404], [1.0406, 4.6112, -2.9478], [0.0862, 4.4440, -1.4589], [-0.3070, 2.8750, -4.0656], [-1.3915, 4.1067, -3.3911], [-3.1370, 1.3227, -1.9553], [-3.1232, 2.2975, -3.4451], [-4.2337, 4.3803, -3.3616], [-5.1647, 6.2645, -2.0867], [-4.7798, 6.4220, 0.3510], [-3.5291, 4.6444, 1.5210], [-2.6010, 2.7501, 0.2462], [3.0899, 3.4595, -2.8385], [3.2875, 2.1686, -1.6269], [3.9742, 5.5524, -2.1930], [4.5488, 7.1959, -0.4675], [4.0270, 6.7455, 1.9055], [2.9754, 4.5991, 2.5485], [2.4157, 2.9418, 0.8303], [2.5155, -2.3265, 1.4316], [3.7278, -1.3609, 2.6286], [3.2895, 0.5041, 2.6732], [4.7365, -1.4824, 2.2375], [3.6144, -1.7887, 3.6235], [-0.3891, -1.8692, 3.5017], [-0.3274, -0.5252, 3.5145], [-0.4492, 0.1848, 4.7321], [-0.3917, 1.5553, 4.7260], [-0.2216, 2.2097, 3.5061], [-0.0740, 1.4464, 2.3660], [-0.0990, 0.1141, 2.3518], [-0.6908, -2.3394, 4.3398], [-0.5739, -2.3347, 2.6187], [-0.6026, -0.3692, 5.6433], [-0.4860, 2.1150, 5.6426], [-0.2096, 3.2838, 3.4496], [0.0822, 1.9259, 1.4098]], "lowdin_spin": [4.1168, 0.0694, 0.0037, 0.0039, 0.0003, 0.0000, 0.0003, 0.0000, 0.0000, 0.0000, 0.0125, 0.0221, 0.1216, 0.0004, 0.0002, -0.0003, 0.0001, 0.0005, 0.0001, 0.0000, 0.0001, 0.0000, 0.0001, 0.0000, 0.0000, 0.0000, 0.0000, 0.1337, 0.0183, 0.0405, 0.0038, 0.0034, 0.0299, 0.0108, 0.0020, 0.0007, 0.0002, 0.0007, 0.0001, 0.0013, 0.0210, 0.1872, 0.0091, 0.0023, 0.0008, 0.0001, 0.0009, 0.0003, 0.0020, 0.0005, 0.0016, 0.0012, 0.0005, 0.0063, 0.0008, 0.0000, 0.0000, 0.0000, 0.0000, 0.0009, 0.0014, 0.0042, 0.0000, 0.0000, 0.0001, 0.0000, 0.0016, 0.0554, 0.0062, -0.0004, 0.0007, 0.0008, 0.0026, 0.0078, 0.0038, -0.0002, 0.0041, 0.0030, 0.0745, 0.0000, -0.0003, 0.0006, 0.0000, 0.0006, 0.0002]}


(2)
{"formula": "C30H40F5MnN2S3Si2Te", "method": "the ωB97M-V functional and the def2-TZVPD basis", "total_charge": -1, "s2": 0.775, "e_lumo_ev": [1.813, 2.077], "e_homo_ev": [-3.345, -3.350], "multiplicity": 2, "symbols": ["Mn", "C", "N", "C", "C", "N", "C", "C", "C", "C", "C", "C", "C", "S", "C", "C", "C", "C", "C", "C", "S", "H", "H", "H", "H", "H", "H", "H", "H", "H", "H", "H", "H", "H", "H", "H", "H", "H", "H", "F", "C", "C", "F", "C", "F", "C", "S", "C", "F", "C", "F", "C", "Si", "C", "C", "C", "Te", "C", "Si", "C", "C", "C", "H", "H", "H", "H", "H", "H", "H", "H", "H", "H", "H", "H", "H", "H", "H", "H", "H", "H", "H", "H", "H", "H"], "xyz": [[-0.6076, -0.2027, 0.0483], [-3.2598, -1.3296, -0.2627], [-2.4340, -1.8124, 0.8600], [-2.5325, -0.9581, 2.0595], [-1.2175, -0.9077, 2.8524], [-0.3256, 0.1834, 2.4056], [-0.8036, 1.4928, 2.8543], [1.0246, -0.0844, 2.8500], [1.5606, 0.4665, 4.0050], [2.8459, 0.1562, 4.4241], [3.6225, -0.7240, 3.6875], [3.1149, -1.2686, 2.5288], [1.8247, -0.9615, 2.0931], [1.2747, -1.7070, 0.6287], [-2.8543, -3.1581, 1.2051], [-4.2115, -3.4236, 1.3427], [-4.6818, -4.6921, 1.6248], [-3.7708, -5.7202, 1.8116], [-2.4227, -5.4683, 1.7308], [-1.9310, -4.1932, 1.4121], [-0.2212, -4.0244, 1.3183], [-4.2323, -0.9403, 0.0600], [-3.4331, -2.1618, -0.9450], [-2.7382, -0.5379, -0.8294], [-3.3250, -1.3291, 2.7238], [-2.8089, 0.0505, 1.7505], [-0.6908, -1.8571, 2.7079], [-1.4328, -0.7963, 3.9274], [-0.9758, 1.5253, 3.9393], [-1.7448, 1.7513, 2.3727], [-0.0670, 2.2498, 2.5825], [0.9830, 1.1512, 4.6072], [3.2264, 0.5939, 5.3361], [4.6193, -0.9846, 4.0131], [3.6965, -1.9492, 1.9262], [-4.9249, -2.6205, 1.2229], [-5.7456, -4.8718, 1.7009], [-4.1195, -6.7190, 2.0281], [-1.7025, -6.2561, 1.9051], [-6.5481, 3.1352, 0.5846], [-5.3845, 3.2090, -0.1038], [-4.3133, 2.3905, 0.2332], [-4.4434, 1.5307, 1.2703], [-3.1380, 2.4509, -0.4820], [-2.1006, 1.6194, -0.1142], [-2.9360, 3.3083, -1.5901], [-1.5063, 3.2907, -2.4680], [-4.0515, 4.1442, -1.8788], [-3.9511, 5.0353, -2.8840], [-5.2314, 4.0979, -1.1707], [-6.2613, 4.9047, -1.5041], [4.6482, 4.8286, -1.9987], [3.9608, 3.1735, -1.3341], [5.0572, 1.7635, -2.0208], [4.1133, 3.1216, 0.5703], [2.1395, 2.9211, -1.7788], [1.6577, 0.9253, -1.0006], [1.5837, 0.1663, -3.0312], [1.4798, -1.7370, -3.0728], [1.5285, -2.3185, -4.8954], [-0.1792, -2.2528, -2.2857], [3.0126, -2.4606, -2.2021], [5.6831, 4.9621, -1.6992], [4.0848, 5.6783, -1.6294], [4.6122, 4.8637, -3.0821], [6.0740, 1.8419, -1.6464], [5.1046, 1.7720, -3.1057], [4.6601, 0.7990, -1.7109], [5.1421, 3.2242, 0.9011], [3.7370, 2.1712, 0.9435], [3.5341, 3.9113, 1.0388], [1.9380, 2.9137, -2.8433], [1.4828, 3.6562, -1.3270], [2.4876, 0.5286, -3.5177], [0.7269, 0.6361, -3.5120], [0.7027, -1.9234, -5.4769], [1.4827, -3.4012, -4.9452], [2.4498, -2.0071, -5.3764], [-0.9330, -2.5257, -3.0187], [-0.5848, -1.3978, -1.6989], [-0.0599, -3.0811, -1.5907], [3.9052, -2.3562, -2.8134], [2.8733, -3.5159, -1.9874], [3.1825, -1.9591, -1.2539]], "lowdin_spin": [1.0259, 0.0035, -0.0032, 0.0015, 0.0000, -0.0083, -0.0005, 0.0041, -0.0010, 0.0063, -0.0007, 0.0037, -0.0009, -0.0022, -0.0004, -0.0003, -0.0001, 0.0000, 0.0001, 0.0009, 0.0002, 0.0001, 0.0003, 0.0009, 0.0005, 0.0003, -0.0001, -0.0002, -0.0003, 0.0000, -0.0001, -0.0002, 0.0005, -0.0002, -0.0004, 0.0001, 0.0000, 0.0000, 0.0000, 0.0000, 0.0000, 0.0002, 0.0000, 0.0004, 0.0071, 0.0001, 0.0003, 0.0000, 0.0000, 0.0000, 0.0000, -0.0006, -0.0016, -0.0006, -0.0002, -0.0083, -0.0214, -0.0027, -0.0001, 0.0000, -0.0004, 0.0001, -0.0001, 0.0000, 0.0000, 0.0000, 0.0000, -0.0004, 0.0000, -0.0002, 0.0000, -0.0002, -0.0002, -0.0003, -0.0003, 0.0000, 0.0000, 0.0000, -0.0001, -0.0005, -0.0001, 0.0000, -0.0001, 0.0000]}


(3)
{"formula": "C30H40N5O4S2V", "method": "the ωB97M-V functional and the def2-TZVPD basis", "total_charge": 1, "de_lowest_kj_mol": 420.7, "s2": 3.779, "e_lumo_ev": [-3.798, -4.082], "e_homo_ev": [-7.657, -7.672], "multiplicity": 4, "symbols": ["V", "C", "C", "O", "C", "C", "O", "C", "C", "O", "C", "C", "O", "H", "H", "H", "H", "H", "H", "H", "H", "H", "H", "H", "H", "H", "H", "H", "H", "C", "C", "N", "C", "S", "N", "N", "C", "C", "C", "C", "C", "C", "C", "N", "H", "H", "H", "H", "H", "H", "H", "H", "H", "H", "H", "H", "H", "N", "S", "C", "C", "C", "C", "C", "C", "C", "C", "C", "C", "C", "C", "H", "H", "H", "H", "H", "H", "H", "H", "H", "H", "H"], "xyz": [[10.4165, 13.2426, 10.8953], [10.5785, 15.7946, 12.5603], [8.3389, 15.1436, 11.5180], [8.5520, 13.7313, 11.7281], [7.4036, 12.9020, 12.1486], [7.7738, 11.9421, 13.2858], [8.5093, 10.8590, 12.6953], [9.5552, 10.2705, 13.3837], [10.8574, 10.4420, 12.6584], [11.1947, 11.8469, 12.4420], [11.9321, 12.5182, 13.5080], [11.2148, 13.8091, 13.7527], [11.1237, 14.4594, 12.4741], [10.9077, 16.2791, 13.4639], [11.0305, 16.3756, 11.7456], [7.9991, 14.9156, 9.4798], [7.2732, 15.3353, 11.5539], [7.0550, 12.3262, 11.3132], [6.6898, 13.6137, 12.5511], [6.9111, 11.4925, 13.7708], [8.4410, 12.4694, 14.0010], [9.4146, 9.1663, 13.4767], [9.5897, 10.6400, 14.3937], [10.7338, 9.9963, 11.6509], [11.6982, 9.9735, 13.2257], [12.9592, 12.7100, 13.1406], [11.8916, 11.8542, 14.3813], [11.8354, 14.4197, 14.3714], [10.2402, 13.7849, 14.1910], [12.4997, 17.7762, 7.7960], [12.2820, 16.5285, 6.9454], [12.6098, 15.3619, 7.7022], [11.9665, 14.8626, 8.7523], [12.5626, 13.5618, 9.6935], [10.7721, 15.4556, 8.9131], [10.0732, 14.8728, 9.8289], [8.7528, 15.4628, 10.0574], [8.6963, 16.9290, 9.6579], [9.0914, 15.9071, 12.6604], [8.7679, 17.3972, 12.6563], [7.6205, 17.8337, 13.3271], [6.9328, 16.9479, 14.1591], [7.6354, 15.7843, 14.4587], [8.7378, 15.3188, 13.9017], [12.3362, 18.6540, 7.1207], [11.7799, 17.8157, 8.5673], [13.5325, 17.9197, 8.2103], [11.2123, 16.5411, 6.7336], [12.8667, 16.4664, 6.0115], [13.5436, 15.0415, 7.5887], [8.4336, 17.0481, 8.5929], [7.9673, 17.4447, 10.2884], [9.6508, 17.4317, 9.7825], [9.3644, 18.0735, 12.0194], [7.3271, 18.8947, 13.2980], [6.1099, 17.2004, 14.8190], [7.2886, 15.2666, 15.3338], [9.5070, 11.8321, 9.5591], [8.9905, 10.3015, 9.6277], [7.8660, 10.1554, 8.2122], [6.4756, 10.2095, 8.4131], [5.6509, 10.1066, 7.2919], [6.1833, 9.9493, 6.0196], [7.5450, 9.9736, 5.8151], [8.4006, 10.0352, 6.9220], [10.3533, 9.2809, 9.0220], [10.1406, 7.9100, 8.8094], [11.1861, 7.1261, 8.3564], [12.4159, 7.7237, 8.1132], [12.6281, 9.0649, 8.3949], [11.5968, 9.8842, 8.8277], [9.6526, 12.0219, 8.5972], [5.9962, 10.2782, 9.3631], [4.6069, 10.1032, 7.4753], [5.5042, 9.8979, 5.1660], [8.0246, 9.8200, 4.8381], [9.4723, 10.0796, 6.8032], [9.1990, 7.4548, 9.0875], [11.0339, 6.0622, 8.2105], [13.2092, 7.1120, 7.7703], [13.6279, 9.5109, 8.2652], [11.6965, 10.9106, 9.1518]], "lowdin_spin": [2.2564, 0.0041, 0.0057, 0.0213, 0.0041, 0.0003, 0.0026, 0.0005, 0.0019, 0.0236, 0.0006, 0.0027, 0.0132, 0.0005, 0.0004, 0.0086, 0.0002, 0.0005, 0.0000, 0.0001, 0.0000, 0.0003, 0.0000, 0.0001, 0.0000, 0.0001, -0.0001, -0.0001, 0.0002, 0.0088, 0.0086, 0.1243, 0.0673, -0.0203, 0.2077, 0.1919, 0.0201, 0.0034, 0.0007, -0.0010, -0.0003, -0.0014, -0.0001, -0.0011, 0.0003, 0.0016, -0.0001, 0.0013, 0.0006, 0.0036, 0.0000, 0.0003, 0.0005, 0.0000, 0.0000, -0.0001, 0.0000, 0.0222, 0.0057, -0.0005, -0.0002, 0.0000, -0.0002, 0.0001, -0.0003, 0.0036, 0.0005, 0.0003, -0.0001, 0.0001, 0.0000, 0.0039, 0.0000, 0.0000, 0.0000, 0.0000, 0.0000, 0.0000, 0.0000, 0.0000, 0.0000, 0.0001]}